## i
{
  "formula": "C5H14N2S",
  "method": "wB97M-V/def2-TZVPD",
  "elements": ["C", "N", "C", "N", "H", "H", "H", "H", "H", "H", "H", "C", "C", "C", "S", "H", "H", "H", "H", "H", "H", "H"],
  "positions_angstrom": [[-1.100, 2.454, -1.294], [-1.782, 1.482, -0.496], [-1.056, 1.323, 0.725], [-1.460, 0.377, 1.565], [-1.019, 3.451, -0.851], [-1.527, 2.579, -2.285], [-0.107, 2.046, -1.365], [-2.746, 1.726, -0.314], [-1.014, 2.313, 1.223], [-2.354, -0.037, 1.226], [0.068, 1.092, 0.379], [1.904, -2.090, 1.284], [0.450, -2.017, 0.795], [0.192, -1.296, -0.570], [1.321, 0.062, -0.930], [2.519, -2.560, 0.515], [1.934, -2.687, 2.189], [2.290, -1.099, 1.462], [0.011, -3.013, 0.769], [-0.079, -1.447, 1.547], [-0.834, -0.885, -0.576], [0.292, -1.964, -1.427]],
  "lumo_ev": -2.3979,
  "orbital_gap_ha": 0.2221
}

=====

## ii
{
  "formula": "C5H14N2S",
  "method": "wB97M-V/def2-TZVPD",
  "elements": ["C", "N", "C", "C", "S", "C", "N", "C", "H", "H", "H", "H", "H", "H", "H", "H", "H", "H", "H", "H", "H", "H"],
  "positions_angstrom": [[-1.308, -0.973, -0.954], [-0.233, -0.865, 0.198], [-0.668, 0.223, 1.163], [0.489, 0.308, 2.057], [0.591, -1.091, 3.212], [-1.732, 0.217, -1.662], [2.782, 0.561, 0.768], [-0.998, 0.572, -2.861], [-2.038, -1.527, -0.375], [-0.639, -1.779, -1.441], [0.756, -1.026, 0.362], [-0.971, 1.091, 0.553], [-1.542, -0.189, 1.717], [0.540, 1.302, 2.480], [1.584, 0.297, 1.386], [-2.823, 0.295, -1.601], [1.879, -0.798, 3.313], [2.780, 0.594, -0.270], [3.724, 0.691, 1.083], [-1.191, 1.662, -3.294], [-0.837, -0.160, -3.689], [-0.145, 0.593, -2.146]],
  "lumo_ev": -3.1426,
  "orbital_gap_ha": 0.1360
}

=====

What should be chosen as the most stable of them? Choose i.

=====

## i
{
  "formula": "C5H14N2S",
  "method": "wB97M-V/def2-TZVPD",
  "elements": ["C", "C", "C", "S", "N", "C", "C", "N", "H", "H", "H", "H", "H", "H", "H", "H", "H", "H", "H", "H", "H", "H"],
  "positions_angstrom": [[-0.358, -1.370, 1.028], [-0.071, 0.132, 0.754], [-1.214, 1.102, 1.044], [-1.999, 1.343, 2.737], [0.299, 0.158, -0.740], [1.435, -0.661, -1.156], [1.338, -0.527, -2.816], [2.610, -1.264, -3.309], [0.500, -1.794, 1.657], [-0.244, -1.821, 0.089], [-1.448, -1.568, 1.250], [0.918, 0.365, 1.268], [-1.941, 0.967, 0.312], [-0.847, 2.165, 0.962], [-3.026, 0.442, 2.678], [-0.597, 0.032, -1.274], [2.320, -0.217, -0.900], [1.344, -1.769, -1.034], [0.458, -1.005, -3.350], [1.175, 0.394, -3.134], [3.408, -1.012, -2.782], [2.826, -0.983, -4.310]],
  "smiles": "C[C@H](CS)NCCN",
  "lumo_ev": 0.8781,
  "orbital_gap_ha": 0.3520
}

=====

## ii
{
  "formula": "C5H14N2S",
  "method": "wB97M-V/def2-TZVPD",
  "elements": ["C", "N", "C", "N", "C", "C", "C", "S", "H", "H", "H", "H", "H", "H", "H", "H", "H", "H", "H", "H", "H", "H"],
  "positions_angstrom": [[-0.427, 1.163, 0.311], [-1.463, 0.137, 0.541], [-2.511, 0.133, -0.664], [-3.631, -0.868, -0.608], [0.760, 0.919, 1.367], [1.364, -0.499, 1.464], [1.577, -1.122, 0.073], [2.259, 0.041, -1.148], [0.092, 1.127, -0.609], [-0.969, 2.129, 0.485], [-1.074, -0.804, 0.529], [-1.766, 0.022, -1.493], [-3.067, 1.115, -0.634], [-4.321, -0.595, 0.023], [-3.526, -1.826, -0.679], [0.468, 1.131, 2.382], [1.505, 1.590, 0.953], [2.332, -0.662, 1.858], [0.564, -0.981, 2.057], [0.660, -1.555, -0.352], [2.282, -1.903, -0.066], [1.759, 2.111, -0.934]],
  "lumo_ev": -1.5441,
  "orbital_gap_ha": 0.2579
}

=====

## iii
{
  "formula": "C5H14N2S",
  "method": "wB97M-V/def2-TZVPD",
  "elements": ["C", "C", "C", "N", "H", "H", "H", "H", "H", "H", "H", "H", "C", "C", "S", "N", "H", "H", "H", "H", "H", "H"],
  "positions_angstrom": [[-1.852, 1.367, 0.777], [-1.933, 0.597, -0.504], [-2.838, 0.811, -1.500], [-0.948, -0.441, -0.613], [-2.554, 2.219, 0.792], [-2.073, 0.690, 1.621], [-0.802, 1.724, 0.929], [-2.835, 0.207, -2.397], [-3.567, 1.595, -1.411], [-0.572, -0.780, 0.475], [-0.022, -0.123, -0.964], [-1.301, -1.283, -1.106], [2.360, -1.035, -0.085], [2.118, -1.001, 1.430], [0.346, -1.017, 1.920], [1.772, 0.148, -0.781], [1.922, -1.953, -0.494], [3.465, -1.066, -0.253], [2.624, -0.124, 1.835], [2.596, -1.917, 1.891], [2.410, 0.488, -1.499], [1.685, 0.896, -0.063]],
  "lumo_ev": 0.7427,
  "orbital_gap_ha": 0.2923
}

=====

What should be chosen as the most stable of them? Choose iii.

=====

## i
{
  "formula": "CH7NO",
  "method": "wB97M-V/def2-TZVPD",
  "elements": ["C", "N", "H", "H", "H", "H", "H", "O", "H", "H"],
  "positions_angstrom": [[-0.005, -1.469, -1.279], [0.396, -0.875, -0.013], [0.546, -1.084, -2.085], [-0.043, -2.626, -1.323], [-1.065, -1.285, -1.164], [0.071, -1.498, 0.752], [1.330, -0.744, 0.320], [-0.400, 3.136, 2.088], [-0.654, 3.989, 1.428], [-0.174, 2.455, 1.278]],
  "smiles": "CN.O",
  "lumo_ev": 0.8806,
  "orbital_gap_ha": 0.3713
}

=====

## ii
{
  "formula": "CH7NO",
  "method": "wB97M-V/def2-TZVPD",
  "elements": ["C", "N", "H", "H", "H", "H", "H", "O", "H", "H"],
  "positions_angstrom": [[0.268, 1.537, -0.731], [0.746, 0.122, -0.420], [0.188, 1.950, 0.292], [0.767, 2.161, -1.451], [-0.745, 1.332, -1.215], [1.356, -0.260, -1.324], [1.412, 0.037, 0.370], [-0.965, -1.645, 1.109], [-1.716, -1.089, 1.111], [-0.376, -1.041, 0.667]],
  "smiles": "CN.O",
  "lumo_ev": 0.8732,
  "orbital_gap_ha": 0.4000
}

=====

What should be chosen as the most stable of them? Choose ii.

=====

## i
{
  "formula": "C8H20NOSi",
  "method": "wB97M-V/def2-TZVPD",
  "elements": ["C", "C", "C", "C", "C", "C", "C", "C", "N", "O", "Si", "H", "H", "H", "H", "H", "H", "H", "H", "H", "H", "H", "H", "H", "H", "H", "H", "H", "H", "H", "H"],
  "positions_angstrom": [[-2.408, 1.757, 0.276], [-2.143, 0.525, 0.063], [-1.529, 2.845, 0.994], [-2.721, -1.656, 0.740], [-1.477, -1.063, -1.368], [3.038, 1.295, 0.309], [1.746, -1.604, 1.204], [1.645, -0.755, -1.800], [-2.142, -0.710, -0.137], [0.215, 0.518, 0.293], [1.781, -0.070, -0.007], [-3.182, 2.240, -0.209], [-1.661, 3.883, 0.846], [-0.504, 2.616, 0.742], [-1.742, 2.669, 2.014], [-2.156, -2.598, 0.609], [-2.454, -1.226, 1.737], [-3.801, -1.650, 0.591], [-1.844, -2.133, -1.394], [-1.766, -0.379, -2.151], [-0.489, -1.126, -1.024], [4.052, 1.026, -0.194], [2.589, 2.232, -0.052], [3.320, 1.498, 1.363], [0.827, -2.067, 1.467], [2.511, -2.362, 0.826], [2.331, -1.219, 2.088], [0.895, -0.180, -2.310], [2.488, -0.402, -2.391], [1.675, -1.787, -1.919], [-0.065, 1.345, -0.085]],
  "total_charge": 1,
  "lumo_ev": -3.4816,
  "orbital_gap_ha": 0.3616
}

=====

## ii
{
  "formula": "C8H20NOSi",
  "method": "wB97M-V/def2-TZVPD",
  "elements": ["C", "C", "C", "O", "Si", "C", "C", "C", "N", "C", "C", "H", "H", "H", "H", "H", "H", "H", "H", "H", "H", "H", "H", "H", "H", "H", "H", "H", "H", "H", "H"],
  "positions_angstrom": [[-1.628, -2.384, -0.753], [-0.573, -2.120, 0.292], [-0.116, -0.938, 0.650], [-0.725, 0.322, 0.105], [-0.279, 1.264, -1.139], [-0.937, 2.903, -0.392], [1.654, 1.382, -1.226], [-1.109, 0.824, -2.817], [0.883, -0.621, 1.586], [0.117, -0.052, 2.719], [1.950, -1.655, 1.768], [-1.174, -2.824, -1.619], [-2.139, -1.509, -1.178], [-2.483, -2.974, -0.357], [-0.368, -3.142, 0.728], [-0.765, 2.925, 0.744], [-0.307, 3.819, -0.709], [-2.041, 3.029, -0.457], [2.133, 0.441, -1.214], [1.762, 1.787, -2.172], [2.065, 2.092, -0.513], [-1.560, 1.783, -3.084], [-0.366, 0.468, -3.652], [-1.948, 0.135, -2.639], [1.299, 0.152, 1.046], [-0.318, -0.784, 3.363], [0.857, 0.633, 3.172], [-0.633, 0.629, 2.336], [1.815, -2.259, 2.686], [2.012, -2.334, 0.898], [2.921, -0.994, 1.828]],
  "total_charge": 1,
  "smiles": "C/C=C(\\O[Si](C)(C)C)[NH+](C)C",
  "lumo_ev": -2.7998,
  "orbital_gap_ha": 0.3935
}

=====

## iii
{
  "formula": "C8H20NOSi",
  "method": "wB97M-V/def2-TZVPD",
  "elements": ["C", "C", "C", "O", "Si", "C", "C", "C", "N", "C", "C", "H", "H", "H", "H", "H", "H", "H", "H", "H", "H", "H", "H", "H", "H", "H", "H", "H", "H", "H", "H"],
  "positions_angstrom": [[1.869, -2.162, 0.893], [0.401, -2.032, 1.278], [-0.312, -1.093, 0.671], [0.466, -0.292, -0.540], [0.848, 1.220, -1.048], [2.479, 1.477, -0.212], [1.172, 1.113, -2.872], [-0.441, 2.714, -0.769], [-1.658, -0.640, 0.661], [-2.652, -1.600, 0.214], [-2.096, -0.291, 2.162], [2.591, -1.479, 1.460], [2.042, -1.745, -0.117], [2.167, -3.210, 0.915], [-0.178, -2.800, 1.768], [3.208, 0.759, -0.638], [2.814, 2.434, -0.641], [2.499, 1.683, 0.823], [2.109, 1.454, -3.127], [1.092, -0.029, -3.173], [0.360, 1.477, -3.433], [-0.663, 2.947, 0.360], [0.128, 3.542, -1.110], [-1.497, 2.620, -1.238], [-1.668, 0.224, 0.121], [-2.708, -2.471, 0.860], [-3.633, -1.159, 0.162], [-2.497, -1.975, -0.824], [-1.874, -1.147, 2.742], [-1.279, 0.353, 2.423], [-3.090, 0.111, 2.229]],
  "total_charge": 1,
  "smiles": "C/C=C(\\O[Si](C)(C)C)[NH+](C)C",
  "lumo_ev": -2.8751,
  "orbital_gap_ha": 0.3771
}

=====

What should be chosen as the most stable of them? Choose ii.

=====

## i
{
  "formula": "C2H10O2S2",
  "method": "wB97M-V/def2-TZVPD",
  "elements": ["C", "S", "S", "C", "H", "H", "H", "H", "H", "H", "O", "H", "H", "O", "H", "H"],
  "positions_angstrom": [[-2.038, 0.434, -0.422], [-0.514, 0.861, 0.474], [0.933, 0.593, -0.881], [1.537, -1.296, -0.826], [-2.118, 0.695, -1.443], [-2.450, -0.534, -0.325], [-2.888, 0.960, 0.009], [2.418, -1.381, -0.208], [0.830, -2.032, -0.604], [1.840, -1.359, -1.893], [5.881, 2.388, -1.033], [5.708, 2.587, -0.115], [5.491, 1.521, -1.382], [-6.079, -3.781, 2.786], [-5.205, -3.812, 2.282], [-5.731, -3.592, 3.671]],
  "smiles": "CSSC.O.O",
  "lumo_ev": 0.4431,
  "orbital_gap_ha": 0.3493
}

=====

## ii
{
  "formula": "C2H10O2S2",
  "method": "wB97M-V/def2-TZVPD",
  "elements": ["C", "C", "S", "S", "H", "H", "H", "H", "H", "H", "O", "H", "H", "O", "H", "H"],
  "positions_angstrom": [[0.431, 0.019, -1.753], [-0.066, 1.153, -0.741], [0.356, 0.570, 0.834], [-0.408, 1.955, 2.144], [-0.018, -1.035, -1.622], [1.596, -0.037, -1.764], [0.133, 0.418, -2.741], [-1.176, 1.235, -0.918], [0.339, 2.255, -0.801], [0.742, 2.126, 2.773], [2.931, -3.369, 1.626], [3.494, -2.801, 1.085], [2.456, -2.715, 2.243], [-3.285, -1.873, -4.391], [-2.475, -2.241, -4.000], [-3.628, -2.704, -4.814]],
  "smiles": "CCSS.O.O",
  "lumo_ev": 0.4795,
  "orbital_gap_ha": 0.3315
}

=====

What should be chosen as the most stable of them? Choose ii.